DFT (ωB97M-V/def2-TZVPD) results for a gas-phase ion, C5H6N (charge +1) at a distorted geometry.

Geometry as ORCA input:
```
! RIJCOSX wB97M-V def2-TZVPD def2/J DEFGRID3
* xyz 1 1
C -1.65092 0.10288 0.14008
C -1.01437 -1.16360 0.19265
C 1.22247 -0.44702 0.52328
C -0.65313 1.05605 0.08911
C 0.32407 -1.06560 -0.44187
N 0.59478 0.52259 -0.41064
H -2.64609 0.42837 0.19292
H 0.73607 -0.21866 1.47926
H 2.33417 -0.43074 0.61540
H -0.87028 2.07260 0.02316
H 0.41346 -1.70045 -1.26853
H 1.20978 0.84359 -1.13483
*
```

Results
- LUMO energy (alpha / beta): -6.124 / -6.169 eV
- Energy relative to the best compared isomer or geometry (same formula, charge and spin): 133.75 kcal/mol
- Electronic energy: -248.4026 hartree
- Maximum force: 0.079 Eh/bohr
- Gap between HOMO and LUMO (alpha / beta): 7.78 / 7.93 eV

DFT (ωB97M-V/def2-TZVPD) results for a gas-phase ion, C5H6N (charge +1) at a distorted geometry.

Geometry as ORCA input:
```
! RIJCOSX wB97M-V def2-TZVPD def2/J DEFGRID3
* xyz 1 1
C 1.90914 0.41378 0.23844
C 3.09466 0.53415 0.10561
C -0.24189 0.95412 0.08405
C -0.63804 2.10796 -0.24753
C 0.33868 -1.35022 -0.17674
N 0.55573 -0.06228 0.45440
H -1.68620 2.46847 -0.02724
H -0.06889 3.04733 -0.69078
H 0.48213 -2.05588 0.63003
H -0.62602 -1.61514 -0.40562
H 1.04582 -1.69601 -0.89622
H 0.43989 -0.36018 1.48376
*
```

Results
- LUMO energy (alpha / beta): -5.769 / -7.954 eV
- Energy relative to the best compared isomer or geometry (same formula, charge and spin): 254.87 kcal/mol
- Electronic energy: -248.2095 hartree
- Maximum force: 0.077 Eh/bohr
- Gap between HOMO and LUMO (alpha / beta): 10.47 / 5.66 eV

DFT (ωB97M-V/def2-TZVPD) results for a gas-phase ion, C5H6N (charge +1) at a distorted geometry.

Geometry as ORCA input:
```
! RIJCOSX wB97M-V def2-TZVPD def2/J DEFGRID3
* xyz 1 1
C -2.16721 0.22479 0.11530
C -1.88388 -0.98035 -0.32903
C -1.46838 1.29667 0.14803
C -0.36663 -1.12282 -0.19385
C 1.55300 0.23477 -0.02689
N 0.22355 0.10779 -0.36805
H -1.48663 2.43559 0.20213
H -0.53587 -1.24895 0.93772
H 0.21017 -1.92705 -0.66740
H 1.69038 1.27111 0.36122
H 2.13285 0.16193 -0.88374
H 2.09866 -0.45349 0.70457
*
```

Results
- LUMO energy (alpha / beta): -7.408 / -7.076 eV
- Energy relative to the best compared isomer or geometry (same formula, charge and spin): 216.73 kcal/mol
- Electronic energy: -248.2703 hartree
- Maximum force: 0.072 Eh/bohr
- Gap between HOMO and LUMO (alpha / beta): 7.60 / 7.75 eV

DFT (ωB97M-V/def2-TZVPD) results for a gas-phase ion, C5H6N (charge +1) at a distorted geometry.

Geometry as ORCA input:
```
! RIJCOSX wB97M-V def2-TZVPD def2/J DEFGRID3
* xyz 1 1
C -0.56793 1.14306 -0.02375
C -0.78347 -1.19949 -0.08192
C -1.94857 0.70998 -0.07046
C 0.45805 -0.08439 0.02145
C 1.86237 -0.26407 0.14861
N -1.94265 -0.72136 -0.12016
H -0.46363 2.30404 -0.00163
H -0.43343 -2.21493 -0.23128
H -2.88574 1.22290 -0.15899
H 2.38239 -0.46696 -0.83834
H 1.95043 -1.10854 0.87789
H 2.37220 0.67975 0.47859
*
```

Results
- LUMO energy (alpha / beta): -7.923 / -8.037 eV
- Energy relative to the best compared isomer or geometry (same formula, charge and spin): 113.61 kcal/mol
- Electronic energy: -248.4346 hartree
- Maximum force: 0.157 Eh/bohr
- Gap between HOMO and LUMO (alpha / beta): 7.29 / 7.05 eV

DFT (ωB97M-V/def2-TZVPD) results for a gas-phase ion, C5H6N (charge +1) at a distorted geometry.

Geometry as ORCA input:
```
! RIJCOSX wB97M-V def2-TZVPD def2/J DEFGRID3
* xyz 1 1
C 2.39124 0.01279 -0.05777
C 1.47384 -1.15214 -0.02083
C 0.09850 -0.93578 -0.10787
C -0.37328 0.37004 0.03884
C -1.75998 0.62785 -0.06469
N 2.91052 1.01653 0.06493
H 1.97397 -2.04241 0.14538
H -0.69063 -1.63324 -0.34937
H 0.25830 1.15271 -0.11850
H -2.48064 -0.10898 -0.05798
H -1.87074 1.59046 -0.52968
H -1.93109 1.10218 1.05755
*
```

Results
- LUMO energy: -7.729 eV
- Energy relative to the best compared isomer or geometry (same formula, charge and spin): 90.34 kcal/mol
- Electronic energy: -248.4717 hartree
- Maximum force: 0.105 Eh/bohr
- Gap between HOMO and LUMO: 8.49 eV

DFT (ωB97M-V/def2-TZVPD) results for 2 unconnected molecules or ions with the total composition C5H6N at a distorted geometry.

Geometry as ORCA input:
```
! RIJCOSX wB97M-V def2-TZVPD def2/J DEFGRID3
* xyz 1 1
C -1.73384 -0.00119 0.04220
C 0.29016 0.68799 0.16654
C 0.95560 -1.45747 -0.40058
C 0.88848 -0.50496 0.52290
C 0.35165 1.89129 -0.35962
N -2.83187 -0.38434 0.16706
H 1.49596 -2.29846 -0.35608
H 0.35197 -1.37380 -1.37771
H 1.42438 -0.67103 1.41014
H 1.22999 2.44372 -0.61666
H -0.47923 2.50258 -0.82584
H -3.63974 -0.84685 0.05897
*
```

Results
- LUMO energy: -5.691 eV
- Energy relative to the best compared isomer or geometry (same formula, charge and spin): 115.30 kcal/mol
- Electronic energy: -248.4319 hartree
- Maximum force: 0.125 Eh/bohr
- Gap between HOMO and LUMO: 9.35 eV

DFT (ωB97M-V/def2-TZVPD) results for a gas-phase ion, C5H6N (charge +1) at a distorted geometry.

Geometry as ORCA input:
```
! RIJCOSX wB97M-V def2-TZVPD def2/J DEFGRID3
* xyz 1 1
C 0.59334 -1.18606 0.31679
C 0.83649 -0.40385 -0.88286
C 1.65790 0.25679 0.34935
C 0.47241 0.89433 -0.22762
C -1.72195 -0.36608 -0.18578
N -0.39550 -0.14359 0.28633
H 1.59400 -0.15204 1.35216
H 2.82396 0.42499 0.20220
H 0.32046 1.85674 -0.57624
H -2.18618 0.25684 0.58745
H -1.95164 0.04537 -1.08353
H -2.04329 -1.48342 -0.13827
*
```

Results
- LUMO energy: -5.751 eV
- Energy relative to the best compared isomer or geometry (same formula, charge and spin): 207.91 kcal/mol
- Electronic energy: -248.2844 hartree
- Maximum force: 0.091 Eh/bohr
- Gap between HOMO and LUMO: 9.84 eV

DFT (ωB97M-V/def2-TZVPD) results for a gas-phase ion, C5H6N (charge +1) at a distorted geometry.

Geometry as ORCA input:
```
! RIJCOSX wB97M-V def2-TZVPD def2/J DEFGRID3
* xyz 1 1
C 1.12381 0.39569 -0.67589
C 0.10845 0.88793 -1.41113
C -1.26453 0.77004 -1.00952
C -1.47078 0.02722 0.03218
N -0.80085 -0.53159 0.88441
C -0.61584 -1.19859 1.97261
H 2.02989 0.70880 -0.86650
H 1.09615 0.01181 0.32006
H 0.16534 1.31775 -2.35295
H -1.97327 1.18997 -1.58925
H 0.39116 -1.57267 2.18003
H -1.29928 -1.75746 2.44454
*
```

Results
- Structure (SMILES): C=CC=C=[N+]=C
- LUMO energy (alpha / beta): -6.382 / -6.384 eV
- Energy relative to the best compared isomer or geometry (same formula, charge and spin): 115.18 kcal/mol
- Electronic energy: -248.4321 hartree
- Maximum force: 0.102 Eh/bohr
- Gap between HOMO and LUMO (alpha / beta): 7.81 / 7.81 eV

DFT (ωB97M-V/def2-TZVPD) results for a gas-phase ion, C5H6N (charge +1) at a distorted geometry.

Geometry as ORCA input:
```
! RIJCOSX wB97M-V def2-TZVPD def2/J DEFGRID3
* xyz 1 1
C -1.18109 -0.36836 -2.90614
C -1.00683 -0.41525 -1.64590
C -0.47233 -0.74154 -0.49098
C -0.01905 0.08635 0.42067
N 0.35803 0.65838 1.35058
C 1.21952 0.79572 2.41997
H -0.36101 -0.48483 -3.59097
H -2.01485 -0.09984 -3.45615
H -0.76632 -1.83791 -0.16813
H 2.08160 0.16654 2.30411
H 0.59684 0.40228 3.25127
H 1.56549 1.83846 2.51167
*
```

Results
- Structure (SMILES): C=C=CC#[N+]C
- LUMO energy: -5.216 eV
- Energy relative to the best compared isomer or geometry (same formula, charge and spin): 79.88 kcal/mol
- Electronic energy: -248.4884 hartree
- Maximum force: 0.119 Eh/bohr
- Gap between HOMO and LUMO: 10.09 eV

DFT (ωB97M-V/def2-TZVPD) results for a molecular structure, C5H6N2.

Geometry as ORCA input:
```
! RIJCOSX wB97M-V def2-TZVPD def2/J DEFGRID3
* xyz 0 1
C -1.30258 -0.52251 -0.02666
C -1.33002 1.01513 0.20241
C 0.15836 0.80882 0.34380
N 1.28027 1.23293 -0.15551
C 2.01442 0.05463 -0.28060
C 1.28634 -1.04830 0.06693
N 0.07964 -0.55029 0.53639
H -1.24698 -0.77100 -1.08956
H -2.02676 -1.15637 0.48556
H -1.62944 1.63266 -0.64498
H -1.86069 1.32057 1.10716
H 3.03066 0.08005 -0.65076
H 1.54678 -2.09633 0.10582
*
```

Results
- LUMO energy: 0.993 eV
- Energy relative to the best compared isomer or geometry (same formula, charge and spin): 35.37 kcal/mol
- Electronic energy: -303.5797 hartree
- Maximum force: 0.008 Eh/bohr
- Gap between HOMO and LUMO: 9.79 eV

DFT (ωB97M-V/def2-TZVPD) results for a single C5H6N2 molecule.

Geometry as ORCA input:
```
! RIJCOSX wB97M-V def2-TZVPD def2/J DEFGRID3
* xyz 0 1
C -0.94378 -0.82412 1.42096
N -1.60529 -1.68309 0.79046
C -0.26109 -1.23933 0.22076
C -0.22490 -0.33955 -0.99457
C 0.78751 0.78972 -0.81002
C 0.70221 1.75118 0.26701
N 1.55452 0.86387 0.50903
H -1.02806 -0.18412 2.29068
H 0.55219 -1.96196 0.29758
H -1.23121 0.06726 -1.16351
H 0.03821 -0.91443 -1.88980
H 1.37944 1.04830 -1.68785
H 0.28024 2.62627 0.74928
*
```

Results
- Structure (SMILES): C1=N[C@H]1C[C@H]1C=N1
- LUMO energy: 0.936 eV
- Energy relative to the best compared isomer or geometry (same formula, charge and spin): 97.21 kcal/mol
- Electronic energy: -303.4812 hartree
- Maximum force: 0.010 Eh/bohr
- Gap between HOMO and LUMO: 10.93 eV

DFT (ωB97M-V/def2-TZVPD) results for a single C5H6N2 molecule at a distorted geometry.

Geometry as ORCA input:
```
! RIJCOSX wB97M-V def2-TZVPD def2/J DEFGRID3
* xyz 0 1
C 3.51859 0.01451 0.18018
C 2.33697 -0.14836 0.01409
N 1.04999 -0.45772 -0.31405
C 0.04611 0.55436 0.01414
C -1.28975 -0.11701 0.15008
C -0.77146 -1.58664 0.19884
N 0.46410 -1.72350 -0.07310
H 4.50619 0.29522 0.22296
H 0.03707 1.28406 -0.80526
H 0.28270 0.98088 0.98827
H -1.95454 -0.19881 -0.71614
H -1.91689 0.07633 0.99613
H -1.55446 -2.33556 0.17007
*
```

Results
- Structure (SMILES): C#CN1CCC=N1
- LUMO energy: 0.958 eV
- Energy relative to the best compared isomer or geometry (same formula, charge and spin): 88.58 kcal/mol
- Electronic energy: -303.4949 hartree
- Maximum force: 0.062 Eh/bohr
- Gap between HOMO and LUMO: 9.36 eV

Q: What is the formula in the first record?
A: C5H6N